Arrangement A

# C3H6N2

An isolated molecule of C3H6N2 (wB97M-V/def2-TZVPD, OMol25).

Last column: natural (NBO) charge in e.
CARTESIAN COORDINATES (ANGSTROEM)
1 C -0.229 0.895 1.052  -0.4225
2 N 0.248 -0.445 0.740  -0.6004
3 C -0.239 -0.914 -0.538  -0.3241
4 C 0.483 -0.344 -1.704  0.2510
5 N 1.095 0.103 -2.577  -0.3246
6 H -0.253 1.572 0.181  0.1781
7 H 0.396 1.355 1.822  0.2105
8 H -1.242 0.789 1.454  0.1937
9 H 1.258 -0.503 0.787  0.3659
10 H -0.189 -2.005 -0.605  0.2388
11 H -1.295 -0.634 -0.623  0.2336

Computed properties:
multiplicity = 1
total charge = 0
structure (SMILES) = CNCC#N
HOMO = -9.7130 eV

Arrangement B

# C3H6N2

An isolated molecule of C3H6N2 (wB97M-V/def2-TZVPD, OMol25).

Last column: natural (NBO) charge in e.
CARTESIAN COORDINATES (ANGSTROEM)
1 H -2.693 0.097 0.280  0.3516
2 N -1.730 0.481 0.003  -0.7066
3 C -0.984 -0.493 -0.333  0.2608
4 N 0.247 -0.422 -0.929  -0.4005
5 C 0.885 0.903 -0.288  -0.2700
6 C 1.172 -0.436 0.326  -0.2794
7 H -1.392 -1.545 -0.107  0.1518
8 H 0.102 1.301 0.345  0.2450
9 H 1.568 1.403 -0.925  0.2205
10 H 0.673 -0.299 1.291  0.2042
11 H 2.152 -0.988 0.334  0.2225

Computed properties:
multiplicity = 1
total charge = 0
structure (SMILES) = [H]/N=C/N1CC1
HOMO = -10.0024 eV

Arrangement C

# C3H6N2

An isolated molecule of C3H6N2 (wB97M-V/def2-TZVPD, OMol25).

Last column: natural (NBO) charge in e.
CARTESIAN COORDINATES (ANGSTROEM)
1 C 1.201 -0.753 0.007  0.2571
2 N 1.478 0.504 0.144  -0.4885
3 C 0.160 1.148 -0.137  -0.2560
4 C -0.995 0.026 0.172  -0.2442
5 N -0.124 -1.107 -0.081  -0.6517
6 H 2.017 -1.496 0.084  0.1959
7 H -0.046 2.153 0.478  0.1923
8 H -0.025 1.556 -1.081  0.1912
9 H -1.301 -0.025 1.316  0.1852
10 H -1.819 0.049 -0.594  0.2081
11 H -0.546 -2.054 -0.307  0.4105

Computed properties:
multiplicity = 1
total charge = 0
structure (SMILES) = C1=NCCN1
HOMO = -8.4764 eV

Arrangement D

# C3H6N2

A cluster of 2 separate species, C3H6N2 in total (wB97M-V/def2-TZVPD, OMol25).

Last column: natural (NBO) charge in e.
CARTESIAN COORDINATES (ANGSTROEM)
1 C 1.865 -0.204 2.305  0.2729
2 C -0.360 1.083 0.250  -0.5014
3 C 0.540 -0.917 -0.430  -0.5123
4 N 2.107 -0.211 3.407  -0.4918
5 N 0.860 0.349 0.098  -0.1339
6 H -1.203 0.684 0.737  0.2201
7 H -0.058 2.043 0.638  0.2225
8 H -0.846 1.225 -0.679  0.2277
9 H -0.148 -1.521 0.344  0.2379
10 H -0.342 -0.936 -1.178  0.2252
11 H 1.375 -1.596 -0.761  0.2331

Computed properties:
multiplicity = 1
total charge = 0
HOMO (spin up / spin down) = -10.9338 / -10.2381 eV

Stability summary - winner: arrangement A; margin: 62.4 kJ/mol.

Arrangement A

# C3H6N2

A structure of composition C3H6N2 (wB97M-V/def2-TZVPD, OMol25).

Last column: natural (NBO) charge in e.
CARTESIAN COORDINATES (ANGSTROEM)
1 C 0.483 1.709 -1.195  -0.4536
2 C -0.118 -0.883 1.030  -0.1471
3 C -0.770 -2.036 1.217  -0.3741
4 N -0.491 -0.059 -0.051  -0.1416
5 N 0.575 0.549 -0.317  -0.1854
6 H 1.093 -0.348 0.826  0.2509
7 H 1.314 1.695 -1.904  0.2114
8 H 0.551 2.617 -0.590  0.2214
9 H -0.454 1.716 -1.754  0.2060
10 H -1.749 -2.210 0.777  0.2054
11 H -0.434 -2.749 1.962  0.2068

Computed properties:
multiplicity = 1
total charge = 0
HOMO = -9.6115 eV

Arrangement B

# C3H6N2

A cluster of 2 separate species, C3H6N2 in total (wB97M-V/def2-TZVPD, OMol25).

Last column: natural (NBO) charge in e.
CARTESIAN COORDINATES (ANGSTROEM)
1 C 0.339 0.365 -0.284  0.1455
2 C 1.095 -0.717 0.382  -0.7793
3 C -0.823 -0.068 -1.077  -0.7670
4 N -0.578 1.472 1.305  0.0142
5 N -0.703 2.403 1.910  0.0244
6 H 0.765 -1.735 0.144  0.1776
7 H 1.008 -0.573 1.462  0.2620
8 H 2.156 -0.600 0.156  0.2449
9 H -1.334 -0.968 -0.713  0.1818
10 H -0.385 -0.316 -2.049  0.2674
11 H -1.541 0.736 -1.236  0.2285

Computed properties:
multiplicity = 1
total charge = 0
HOMO = -7.7298 eV

Stability summary - winner: arrangement B; margin: 111.1 kJ/mol.

Arrangement A

# C3H6N2

An isolated molecule of C3H6N2 (wB97M-V/def2-TZVPD, OMol25).

Last column: natural (NBO) charge in e.
CARTESIAN COORDINATES (ANGSTROEM)
1 H -1.457 1.731 -0.026  0.3257
2 N -0.504 1.390 -0.047  -0.7054
3 C -0.469 0.086 -0.042  0.3898
4 N -1.604 -0.718 0.020  -0.8355
5 C 0.838 -0.608 -0.144  -0.2719
6 C 2.029 0.012 0.124  -0.3145
7 H -1.554 -1.695 0.331  0.3870
8 H -2.559 -0.351 0.324  0.3941
9 H 0.807 -1.728 -0.373  0.2074
10 H 2.925 -0.683 0.115  0.1962
11 H 2.213 1.077 0.191  0.2271

Computed properties:
multiplicity = 1
total charge = 0
structure (SMILES) = [H]/N=C(\N)C=C
HOMO = -8.9847 eV

Arrangement B

# C3H6N2

An isolated molecule of C3H6N2 (wB97M-V/def2-TZVPD, OMol25).

Last column: natural (NBO) charge in e.
CARTESIAN COORDINATES (ANGSTROEM)
1 C 1.683 -0.197 0.017  -0.1383
2 N 1.206 0.978 -0.089  -0.2257
3 N -0.178 1.149 -0.067  -0.2677
4 C -1.043 0.035 -0.666  -0.2728
5 C -0.935 0.083 0.760  -0.2672
6 H 2.731 -0.425 0.202  0.2118
7 H 0.774 -0.954 -0.290  0.1360
8 H -1.876 0.085 -1.365  0.2263
9 H -0.344 -0.684 -1.001  0.1709
10 H -1.768 0.541 1.361  0.2238
11 H -0.250 -0.611 1.136  0.2029

Computed properties:
multiplicity = 1
total charge = 0
structure (SMILES) = C=NN1CC1
HOMO = -8.9262 eV

Arrangement C

# C3H6N2

An isolated molecule of C3H6N2 (wB97M-V/def2-TZVPD, OMol25).

Last column: natural (NBO) charge in e.
CARTESIAN COORDINATES (ANGSTROEM)
1 C 1.594 0.032 0.068  -0.2211
2 N 0.915 -1.061 -0.370  -0.2091
3 N -0.331 -0.922 -0.666  -0.2466
4 C -1.263 -0.542 0.447  -0.2494
5 C -0.730 0.592 -0.496  -0.3228
6 H 2.823 -0.026 0.102  0.1885
7 H 1.454 1.105 0.582  0.1929
8 H -2.305 -0.762 0.205  0.2219
9 H -0.787 -0.718 1.434  0.2192
10 H -1.537 1.087 -1.074  0.2128
11 H 0.166 1.215 -0.232  0.2137

Computed properties:
multiplicity = 1
total charge = 0
structure (SMILES) = C=NN1CC1
HOMO = -8.6578 eV

Arrangement D

# C3H6N2

A cluster of 2 separate species, C3H6N2 in total (wB97M-V/def2-TZVPD, OMol25).

Last column: natural (NBO) charge in e.
CARTESIAN COORDINATES (ANGSTROEM)
1 C 1.621 -1.053 -0.051  0.0757
2 N 1.794 -0.517 -1.181  -0.3175
3 C 2.078 0.347 0.039  -0.3114
4 H 1.664 -2.007 0.350  0.1999
5 H 1.477 1.101 0.317  0.1857
6 H 3.098 0.431 0.215  0.1672
7 C -2.610 0.392 0.338  -0.0355
8 N -1.407 0.121 0.000  -0.5933
9 H -3.535 0.535 -0.201  0.1437
10 H -2.859 0.626 1.284  0.1441
11 H -1.321 0.024 -1.110  0.3414

Computed properties:
multiplicity = 1
total charge = 0
structure (SMILES) = C1=NC1.C=N
HOMO = -9.8259 eV

Stability summary - winner: arrangement A; margin: 289.2 kJ/mol.

Arrangement A

# C5H8N2

A structure of composition C5H8N2 (wB97M-V/def2-TZVPD, OMol25).

Last column: natural (NBO) charge in e.
CARTESIAN COORDINATES (ANGSTROEM)
1 C 0.613 -0.676 -0.003  -0.0218
2 C -0.539 -0.358 -0.943  -0.1322
3 C -0.763 -0.239 0.977  -0.0910
4 C -0.724 1.285 0.600  -0.2191
5 C -0.596 1.187 -0.714  -0.1786
6 H 2.335 -0.059 1.056  0.3753
7 H 2.519 0.106 -0.713  0.3789
8 H 0.573 -1.848 0.108  0.1565
9 H -0.127 -0.475 -2.041  0.1962
10 H -1.628 -1.696 0.169  0.3522
11 H -0.860 -0.653 2.051  0.2242
12 H -0.745 2.177 1.217  0.2227
13 H -0.389 1.787 -1.635  0.2227
14 N 1.866 0.157 0.068  -0.8745
15 N -1.535 -0.693 -0.196  -0.6114

Computed properties:
multiplicity = 1
total charge = 0
HOMO = -8.7467 eV

Arrangement B

# C5H8N2

An isolated molecule of C5H8N2 (wB97M-V/def2-TZVPD, OMol25).

Last column: natural (NBO) charge in e.
CARTESIAN COORDINATES (ANGSTROEM)
1 C -1.022 0.390 2.078  -0.6130
2 C -0.335 -0.040 0.809  -0.0932
3 C -0.959 -0.191 -0.496  -0.2364
4 C 0.196 -0.221 -1.365  -0.0096
5 N 0.103 -0.484 -2.746  -0.8131
6 C 1.349 0.025 -0.660  -0.0381
7 N 1.041 0.177 0.665  -0.5360
8 H -1.093 1.482 2.116  0.2230
9 H -2.036 -0.014 2.092  0.2400
10 H -0.489 0.047 2.972  0.2059
11 H -0.626 -1.173 0.538  0.3075
12 H 0.663 0.141 -3.313  0.3638
13 H -0.867 -0.419 -3.031  0.3817
14 H 2.381 0.067 -0.993  0.2092
15 H 1.715 0.232 1.413  0.4085

Computed properties:
multiplicity = 1
total charge = 0
HOMO = -7.8296 eV

Stability summary - winner: arrangement B; margin: 247.5 kJ/mol.

Arrangement A

# C2H5N

An isolated molecule of C2H5N (wB97M-V/def2-TZVPD, OMol25).

Last column: natural (NBO) charge in e.
CARTESIAN COORDINATES (ANGSTROEM)
1 H -2.034 -1.185 0.105  0.3321
2 N -1.398 -0.477 0.436  -0.6287
3 C -0.428 -0.429 -0.382  0.1411
4 C 0.949 0.702 0.142  -0.6467
5 H -0.272 -1.147 -1.167  0.1505
6 H 0.354 1.568 -0.073  0.2285
7 H 1.853 0.369 -0.267  0.2100
8 H 0.975 0.600 1.205  0.2132

Computed properties:
multiplicity = 1
total charge = 0
structure (SMILES) = [H]/N=C/C
HOMO = -9.6981 eV

Arrangement B

# C2H5N

An isolated molecule of C2H5N (wB97M-V/def2-TZVPD, OMol25).

Last column: natural (NBO) charge in e.
CARTESIAN COORDINATES (ANGSTROEM)
1 C -0.629 -0.420 0.188  -0.2633
2 C 0.270 0.711 -0.117  -0.2700
3 N 0.485 -0.613 -0.712  -0.5736
4 H -1.598 -0.564 -0.268  0.1979
5 H -0.591 -0.721 1.250  0.1837
6 H 0.829 1.086 0.700  0.1870
7 H -0.055 1.524 -0.786  0.1908
8 H 1.288 -1.003 -0.255  0.3474

Computed properties:
multiplicity = 1
total charge = 0
structure (SMILES) = C1CN1
HOMO = -9.8748 eV

Arrangement C

# C2H5N

A cluster of 2 separate species, C2H5N in total (wB97M-V/def2-TZVPD, OMol25).

Last column: natural (NBO) charge in e.
CARTESIAN COORDINATES (ANGSTROEM)
1 C -1.766 0.273 0.507  -0.2064
2 C -1.145 -0.682 0.870  -0.2617
3 H -2.233 1.200 0.280  0.2364
4 H -0.583 -1.474 1.293  0.2311
5 N 1.208 0.314 -0.990  -1.0383
6 H 1.036 0.391 0.045  0.3500
7 H 1.298 -0.670 -0.971  0.3433
8 H 2.187 0.650 -1.034  0.3457

Computed properties:
multiplicity = 1
total charge = 0
structure (SMILES) = C#C.N
HOMO = -10.4399 eV

Stability summary - winner: arrangement B; margin: 51.6 kJ/mol.

Arrangement A

# C2H6N4O2

An isolated molecule of C2H6N4O2 (wB97M-V/def2-TZVPD, OMol25).

Last column: natural (NBO) charge in e.
CARTESIAN COORDINATES (ANGSTROEM)
1 O -2.026 -0.840 -0.297  -0.6300
2 N -1.845 0.510 -0.760  -0.1866
3 C -0.937 1.122 -0.113  0.1808
4 N -0.265 0.757 1.027  -0.4646
5 N 0.227 -0.590 1.086  -0.4658
6 C 0.943 -1.116 0.047  0.1796
7 N 1.892 -0.621 -0.678  -0.1926
8 O 2.185 0.699 -0.340  -0.6027
9 H -2.821 -1.114 -0.797  0.4861
10 H -0.806 2.129 -0.547  0.2063
11 H 0.501 1.418 1.259  0.3975
12 H -0.623 -1.089 1.332  0.4070
13 H 0.669 -2.141 -0.270  0.2028
14 H 2.906 0.875 -0.949  0.4823

Computed properties:
multiplicity = 1
total charge = 0
structure (SMILES) = O/N=C\NN/C=N\O
HOMO = -9.0386 eV

Arrangement B

# C2H6N4O2

An isolated molecule of C2H6N4O2 (wB97M-V/def2-TZVPD, OMol25).

Last column: natural (NBO) charge in e.
CARTESIAN COORDINATES (ANGSTROEM)
1 H 1.532 0.322 1.191  0.3759
2 N 1.713 -0.635 1.029  -0.7329
3 C 1.106 -1.189 0.084  0.6765
4 N 1.298 -2.538 -0.290  -0.8420
5 O 0.070 -0.589 -0.755  -0.4174
6 N 0.079 0.788 -0.618  -0.3555
7 C -1.087 1.363 -0.046  0.7447
8 N -1.787 0.577 0.789  -0.8292
9 O -1.187 2.568 -0.249  -0.6226
10 H 0.431 -3.125 -0.462  0.3929
11 H 1.935 -3.015 0.314  0.3981
12 H 0.161 1.109 -1.578  0.3868
13 H -2.693 0.888 1.262  0.4232
14 H -1.671 -0.399 0.704  0.4016

Computed properties:
multiplicity = 1
total charge = 0
structure (SMILES) = [H]/N=C(/N)ONC(N)=O
HOMO = -10.0055 eV

Stability summary - winner: arrangement B; margin: 336.4 kJ/mol.